Computed, not measured: a cluster of 10 separate species, C38H104N8O11 in total, with ωB97M-V/def2-TZVPD.

XYZ file:
```
161
Properties=species:S:1:pos:R:3:forces:R:3
C 6.607 4.509 -0.632 -1.0 -0.1 0.8
O 5.385 4.212 0.042 -0.3 -0.4 0.4
C 4.906 2.855 -0.004 -0.3 1.6 -1.1
C 4.031 2.661 -1.285 1.9 -0.8 0.0
C 2.973 3.672 -1.476 -0.7 1.6 0.7
N 3.472 1.334 -1.330 -0.5 -0.7 -0.3
H 6.655 5.596 -0.562 0.3 -0.1 -0.3
H 6.577 4.171 -1.668 0.2 0.0 -0.1
H 7.436 4.078 -0.070 0.3 -0.1 -0.2
H 5.757 2.174 0.018 0.0 -0.3 -0.1
H 4.285 2.702 0.879 0.0 0.0 0.1
H 4.704 2.766 -2.136 0.3 -0.2 -0.2
H 2.486 3.780 -0.507 -0.9 -0.2 -0.1
H 2.309 3.494 -2.323 -0.2 -0.6 0.3
H 3.312 4.694 -1.645 0.7 -0.1 0.0
H 4.101 0.589 -1.069 0.3 0.1 -0.1
H 2.649 1.210 -0.758 -0.4 0.1 0.1
C 2.362 -3.482 -4.727 0.6 -1.0 0.4
O 2.349 -4.043 -3.430 -0.2 -0.1 1.3
C 3.064 -5.307 -3.313 -1.5 1.2 -0.3
C 2.872 -5.909 -1.909 0.9 2.1 -0.2
C 3.371 -4.935 -0.829 -0.2 -0.1 0.6
N 3.586 -7.139 -1.789 0.0 -1.1 0.1
H 1.882 -4.244 -5.342 0.3 0.2 -0.9
H 3.412 -3.285 -4.944 0.1 -0.2 -0.8
H 1.845 -2.530 -4.847 -0.3 -0.2 0.7
H 2.565 -6.035 -3.953 0.2 -0.1 -0.7
H 4.088 -5.128 -3.640 0.3 -0.3 0.2
H 1.798 -6.086 -1.847 0.1 -0.1 0.4
H 4.425 -4.665 -0.899 0.2 -0.1 -0.7
H 3.337 -5.401 0.155 -0.4 -0.1 0.0
H 2.824 -3.993 -0.789 -0.2 -0.1 -0.2
H 4.573 -7.033 -1.977 0.1 0.2 0.0
H 3.235 -7.813 -2.454 0.0 -0.2 0.0
C 0.486 0.782 -2.971 -1.3 0.4 1.2
O -0.651 0.256 -3.627 0.1 -0.3 -0.6
C -0.337 -0.165 -4.921 -0.9 -1.0 -0.3
C -1.407 -1.143 -5.455 -0.2 -0.2 -0.8
C -1.341 -2.520 -4.811 0.0 -0.1 0.6
N -1.346 -1.261 -6.924 0.5 0.2 -0.1
H 1.036 -0.003 -2.452 0.5 0.1 -0.5
H 0.003 1.350 -2.175 0.6 0.3 0.2
H 1.058 1.463 -3.601 0.3 -0.3 0.0
H -0.276 0.688 -5.597 0.1 0.2 -0.1
H 0.609 -0.705 -4.936 0.4 0.0 0.0
H -2.415 -0.755 -5.309 0.1 0.3 0.5
H -0.542 -3.163 -5.180 0.4 0.3 -0.1
H -2.229 -3.144 -4.909 -0.3 0.4 -0.3
H -1.212 -2.371 -3.739 0.2 -0.1 0.1
H -0.450 -1.620 -7.221 0.3 -0.7 0.2
H -1.257 -0.331 -7.306 -0.6 0.5 -0.1
C 1.021 2.184 5.916 0.8 0.9 -0.4
O 1.148 2.938 4.717 -0.8 0.1 -0.3
C 1.853 2.297 3.660 -1.1 1.1 -0.5
C 1.424 2.899 2.276 -0.4 0.4 0.1
C 1.525 4.409 2.173 0.9 1.0 0.0
N 0.060 2.523 1.873 0.2 -0.9 1.1
H 0.553 1.213 5.751 0.0 -0.1 0.1
H 0.474 2.801 6.629 -0.4 -0.2 -0.2
H 2.021 2.112 6.344 0.2 -0.6 0.2
H 2.908 2.517 3.821 0.3 -0.5 -0.2
H 1.596 1.237 3.661 0.4 -0.3 -0.1
H 2.052 2.420 1.524 0.7 0.2 0.1
H 0.896 5.007 2.833 -0.2 -0.6 0.5
H 1.235 4.779 1.190 0.1 -0.5 -0.3
H 2.538 4.783 2.320 0.2 -0.1 0.1
H -0.357 3.200 1.250 0.2 0.4 0.0
H -0.471 2.561 2.732 -0.6 0.1 0.0
C -3.045 -0.468 -1.972 -0.2 0.8 0.5
O -4.225 -0.252 -1.161 0.0 0.5 -0.7
C -5.059 0.832 -1.608 -0.9 0.0 -0.4
C -6.339 0.944 -0.723 0.4 0.1 -0.3
C -7.486 1.809 -1.240 0.3 -0.3 -1.1
N -6.021 1.391 0.596 0.9 -0.1 1.6
H -2.460 -1.291 -1.560 -0.5 -0.3 0.0
H -2.343 0.365 -1.935 -0.2 0.4 0.2
H -3.251 -0.592 -3.035 -0.4 -0.3 0.0
H -4.538 1.789 -1.643 0.4 0.2 0.4
H -5.409 0.712 -2.633 0.2 -0.6 -0.4
H -6.720 -0.076 -0.677 0.0 -0.2 0.3
H -7.776 1.380 -2.199 -0.3 0.3 -0.2
H -7.217 2.853 -1.403 0.2 0.1 0.0
H -8.364 1.804 -0.595 0.3 -0.3 0.2
H -5.138 0.976 0.856 0.1 -0.8 0.4
H -5.730 2.357 0.635 -0.5 0.6 -0.5
C -1.831 3.177 -0.836 0.5 0.2 -0.2
O -1.386 4.295 -0.080 0.2 0.2 0.0
C -1.255 5.477 -0.863 -0.5 -0.4 0.0
C -0.657 6.671 -0.099 -1.8 -0.3 0.6
C -1.560 7.207 1.068 1.2 -0.2 -0.2
N -0.535 7.783 -1.011 0.5 0.2 -0.5
H -1.636 2.257 -0.286 -0.3 0.1 0.3
H -1.228 3.076 -1.738 0.0 0.2 -0.3
H -2.879 3.283 -1.115 -0.1 -0.1 0.1
H -0.674 5.271 -1.762 0.8 -0.2 0.0
H -2.210 5.723 -1.326 -0.6 0.3 0.4
H 0.307 6.326 0.275 0.1 0.4 0.1
H -0.990 7.949 1.627 0.4 -0.3 0.3
H -1.886 6.413 1.740 -0.2 0.1 -0.1
H -2.370 7.856 0.735 -0.5 -0.6 -0.5
H -1.461 8.133 -1.209 -0.2 0.2 0.0
H -0.192 7.438 -1.896 0.3 0.2 -0.3
C -2.065 4.475 4.905 1.0 0.2 -0.8
O -1.867 3.323 4.072 -1.5 -0.2 0.3
C -2.522 2.165 4.599 0.4 0.0 1.3
C -2.074 0.869 3.950 -0.6 -0.2 -0.5
C -2.716 0.691 2.618 0.1 1.0 -2.2
N -2.557 -0.304 4.665 0.3 -0.8 1.6
H -1.520 4.345 5.840 -0.2 0.0 0.2
H -3.077 4.842 5.074 -0.4 -0.8 0.0
H -1.608 5.304 4.364 0.3 -0.1 0.0
H -2.315 2.140 5.669 0.4 -0.3 0.3
H -3.612 2.178 4.605 -0.4 0.5 -0.7
H -0.985 0.845 3.911 0.1 -0.1 0.0
H -3.793 0.797 2.747 -0.1 -0.3 0.0
H -2.455 -0.252 2.139 -0.2 -0.2 0.3
H -2.449 1.409 1.842 0.2 0.5 0.1
H -3.564 -0.368 4.703 -0.5 0.9 0.4
H -2.442 -1.102 4.057 0.9 -0.3 -0.1
C 3.305 -0.920 1.867 -0.6 0.2 0.8
O 2.116 -1.598 2.290 0.4 -1.0 -0.2
C 2.044 -2.133 3.634 0.5 1.0 -0.8
C 0.775 -2.945 3.854 0.5 0.2 -0.1
N 0.725 -4.367 3.479 0.9 0.1 -1.2
C 0.868 -4.595 1.997 -0.1 0.8 0.2
C 0.888 -6.048 1.492 -1.0 0.9 1.0
O -0.245 -6.702 2.060 0.3 0.6 0.3
C -0.773 -7.694 1.233 0.6 -0.3 -0.3
H 3.303 0.042 2.379 0.3 0.3 -0.1
H 3.291 -0.759 0.789 -0.5 -0.1 0.1
H 4.254 -1.409 2.087 -0.1 -0.5 0.3
H 1.995 -1.288 4.322 -0.1 0.4 0.2
H 2.958 -2.639 3.947 0.2 -0.5 -0.4
H -0.007 -2.341 3.393 -0.4 -0.3 -0.1
H 0.665 -2.874 4.936 -0.5 -0.3 0.1
H 1.612 -4.708 3.820 0.1 -0.6 0.6
H 1.744 -4.078 1.606 0.5 -0.1 0.0
H 0.067 -4.025 1.527 -0.4 -0.4 0.0
H 1.818 -6.569 1.719 0.1 -0.2 0.4
H 0.851 -5.997 0.404 -0.3 0.0 -0.2
H -1.261 -7.240 0.371 -0.1 -0.1 -0.2
H -1.469 -8.332 1.777 0.0 0.3 0.1
H 0.081 -8.300 0.932 -0.2 -0.5 -0.5
C 0.115 -1.722 -0.312 -0.2 -0.9 0.1
C -0.227 -0.434 0.378 0.4 0.1 0.0
O 0.792 0.495 0.200 1.7 0.0 -0.9
H -0.543 -2.475 0.121 -0.5 -0.2 -0.5
H 1.082 -2.159 -0.060 0.3 0.7 0.2
H 0.050 -1.704 -1.400 -0.2 0.1 0.0
H -0.331 -0.635 1.445 -0.3 0.0 0.2
H -1.118 0.042 -0.029 -0.6 -0.5 0.1
H 0.597 1.245 0.766 -0.5 0.6 0.7
C -0.648 -5.106 -2.190 -0.6 -0.9 0.9
C -2.077 -4.765 -1.855 -0.6 1.1 -0.3
O -2.508 -5.155 -0.547 0.7 -0.1 -0.3
H 0.058 -4.626 -1.513 0.0 0.3 -0.2
H -0.483 -4.845 -3.236 0.3 -0.1 0.1
H -0.566 -6.177 -2.009 0.4 -0.2 -0.4
H -2.754 -5.166 -2.609 0.0 -0.5 0.0
H -2.155 -3.692 -2.029 -0.3 0.4 0.5
H -3.147 -4.533 -0.192 0.0 0.1 -0.2
```
Positions in Å, forces in eV/Å.

Structure (SMILES) ... COC[C@H](C)N.COC[C@H](C)N.COC[C@H](C)N.COC[C@H](C)N.COC[C@H](C)N.COC[C@H](C)N.COC[C@H](C)N.COCCNCCOC.CCO.CCO
E_HOMO ... -8.65 eV
HOMO-LUMO gap ... 9.3 eV